[1]
C2H8AgBrN4O2 | ωB97M-V with the def2-TZVPD basis set

Properties
HOMO level   -8.393 eV
Charge   0
Gap between HOMO and LUMO   4.83 eV
Electronic energy   -86299.0704 eV

Geometry as XYZ:
```
18
Properties=species:S:1:pos:R:3:forces:R:3
Ag 1.21989 6.66520 -1.40615 0.5 -1.1 0.3
Br 3.03820 3.30179 -0.41139 -0.6 0.9 -0.3
C -2.76440 1.10604 0.93966 -2.7 1.7 -1.8
O -3.15728 2.09754 0.34965 0.3 1.0 -0.1
N -1.57345 0.91572 1.42666 2.6 0.3 0.8
N -3.54766 0.06643 1.14629 -1.7 -4.0 1.0
H -1.38401 -0.01300 1.77550 1.0 0.8 0.1
H -0.95894 1.69613 1.24378 0.6 -0.7 0.3
H -3.07821 -0.75993 1.48814 -0.5 0.0 0.0
H -4.52413 -0.10824 0.95635 0.4 1.0 -0.4
C 1.96980 -2.38719 -0.99976 2.3 -1.0 -1.3
O 2.06023 -3.54096 -1.33658 -1.3 -2.4 -0.1
N 1.62641 -1.41714 -1.78867 -2.9 3.1 -3.3
N 2.63635 -1.92309 0.02096 0.8 0.0 3.1
H 0.97893 -1.60403 -2.54096 0.3 0.1 0.1
H 1.73109 -0.45370 -1.50420 -0.2 -0.2 -0.2
H 2.64294 -0.92606 0.18216 0.6 -0.6 0.8
H 3.08426 -2.71558 0.45851 0.5 1.0 0.9
```
Positions in Å, forces in eV/Å.

In elementary charge units, the natural (NBO) charges are: 0.8143 -0.8128 0.7501 -0.6819 -0.8265 -0.8295 0.3907 0.4249 0.3588 0.4127 0.7372 -0.6772 -0.8190 -0.8421 0.3971 0.3871 0.3992 0.4169



[2]
C2H8AgClCuN4O2 | ωB97M-V with the def2-TZVPD basis set

Properties
HOMO level (alpha / beta)   -16.803 / -16.802 eV
Charge   +3
Gap between HOMO and LUMO (alpha / beta)   6.60 / 3.29 eV
2S+1   3
Electronic energy   -73385.6200 eV

Geometry as XYZ:
```
19
Properties=species:S:1:pos:R:3:forces:R:3
Ag 8.33061 -9.09675 -15.05788 0.2 0.4 0.1
Cu 9.23785 -3.38272 -13.06637 0.4 -0.8 -0.3
Cl 10.64830 -6.28576 -13.87001 -0.7 0.3 0.3
C 16.03474 -9.02047 -14.39557 -2.6 3.2 1.1
O 17.15127 -9.29986 -14.84441 2.7 0.1 -1.6
N 15.43932 -9.92475 -13.73253 -1.1 -5.8 1.6
N 15.35615 -7.89857 -14.39342 1.8 1.8 -2.1
H 15.89464 -10.81228 -13.89087 0.0 -0.8 0.9
H 14.44024 -10.04137 -13.82384 -0.1 0.3 0.0
H 14.39743 -7.89781 -14.07568 0.1 0.3 -0.2
H 15.70583 -7.27871 -15.11008 -0.7 1.0 0.2
C 13.19592 -8.23614 -8.43700 1.8 4.9 3.6
O 12.57308 -9.25817 -8.59213 -2.5 -4.8 -0.7
N 13.57287 -7.71623 -7.29203 0.2 -2.1 2.4
N 13.39244 -7.37059 -9.34346 0.1 2.1 -5.7
H 14.12314 -6.87172 -7.35605 -0.1 -0.2 0.8
H 13.49956 -8.27974 -6.45706 0.5 0.3 0.4
H 12.74854 -7.26003 -10.11371 0.3 -0.2 -0.3
H 14.02832 -6.60699 -9.16272 -0.2 -0.1 -0.3
```
Positions in Å, forces in eV/Å.

In elementary charge units, the natural (NBO) charges are: 0.9830 0.9605 -0.9422 0.6986 -0.0134 -0.6893 -0.7297 0.4296 0.4236 0.4381 0.4415 0.6907 0.0048 -0.7110 -0.7365 0.4323 0.4491 0.4396 0.4306



[3]
C2H8AlN4O10P2 | ωB97M-V with the def2-TZVPD basis set

Properties
HOMO level   2.766 eV
Charge   -3
Gap between HOMO and LUMO   3.33 eV
Electronic energy   -53812.1494 eV

Geometry as XYZ:
```
27
Properties=species:S:1:pos:R:3:forces:R:3
Al 19.88659 -6.18608 -5.96317 1.2 0.9 -0.8
P 20.69298 -5.27087 -9.22913 -0.2 0.8 0.9
O 20.09073 -4.66541 -10.47706 -0.3 -0.1 -0.5
O 20.05844 -6.60106 -8.77987 -0.3 -0.7 0.0
O 20.46827 -4.33600 -7.98296 0.0 0.0 0.3
O 22.22540 -5.32345 -9.28546 0.2 -0.2 -0.1
P 23.15514 -5.01094 -4.74133 -0.5 0.3 0.5
O 22.00744 -4.09421 -5.26980 -0.2 0.2 -0.5
O 23.96642 -5.19136 -6.05572 0.1 0.0 0.6
O 22.36568 -6.30560 -4.40368 0.4 -0.2 0.0
O 23.88494 -4.34148 -3.56830 0.0 -0.8 -0.6
C 18.97987 -2.79411 -4.48355 3.6 -0.1 1.3
O 18.72348 -3.99161 -4.46981 -1.6 0.5 -0.3
N 20.27569 -2.36881 -4.55254 -1.4 0.5 -0.4
N 18.15275 -1.75079 -4.11679 -1.9 -0.7 -0.2
H 20.41290 -1.37708 -4.59265 0.3 0.1 -0.1
H 21.00885 -3.00990 -4.91810 0.6 -0.5 -0.1
H 18.46954 -0.80637 -4.12163 0.0 0.1 0.2
H 17.30855 -2.02787 -3.64552 0.0 0.4 -0.1
C 18.29144 -9.25554 -7.63810 0.7 2.0 -0.6
O 18.02293 -8.45171 -6.72917 -0.1 -1.6 -0.6
N 17.84128 -10.53259 -7.71206 -1.2 -1.7 1.1
N 19.05572 -8.94127 -8.70354 -0.6 0.3 0.7
H 17.30253 -10.91136 -6.95170 0.1 0.1 -0.1
H 17.98874 -11.08858 -8.52746 0.1 -0.1 0.0
H 19.27409 -7.92158 -8.78440 1.0 0.6 -0.4
H 19.12564 -9.55052 -9.49299 0.0 -0.1 -0.1
```
Positions in Å, forces in eV/Å.

In elementary charge units, the natural (NBO) charges are: 0.8532 2.4883 -1.1863 -1.2830 -0.9625 -0.9457 2.4615 -0.9966 -0.9129 -1.1291 -1.2478 0.7722 -0.6748 -0.8305 -0.8833 0.3300 0.4705 0.3718 0.3763 0.7564 -0.6850 -0.8688 -0.8474 0.3770 0.3658 0.4860 0.3447



[4]
C2H8BF4O3Rb | ωB97M-V with the def2-TZVPD basis set

Properties
HOMO level   -10.617 eV
Charge   0
Gap between HOMO and LUMO   9.86 eV
Electronic energy   -20554.2538 eV

Geometry as XYZ:
```
19
Properties=species:S:1:pos:R:3:forces:R:3
Rb 0.98742 0.47252 1.32714 0.0 0.8 -0.1
B 0.05408 3.79505 0.34698 -0.1 1.6 1.8
F -1.02095 4.35421 -0.25570 -1.1 0.2 -0.7
F 0.62391 2.80910 -0.36141 1.2 -2.5 -2.1
F 0.99018 4.74352 0.67766 1.1 1.1 -0.1
F -0.28521 3.20933 1.58203 -0.9 -1.2 1.3
O 3.51494 0.38006 2.87058 -0.3 -0.1 -0.2
H 4.09952 1.02139 3.27456 0.1 0.3 0.0
H 3.72228 -0.44432 3.31063 0.1 -0.3 0.1
C -0.72315 -2.07393 -0.48713 -0.4 1.4 -1.2
C -2.00526 -2.20795 -1.38818 0.9 0.0 0.0
O -2.16282 -1.10123 -2.28537 0.7 -0.1 0.5
O 0.54745 -2.39339 -1.07480 -0.3 -0.8 0.7
H -0.83241 -2.58599 0.46888 0.1 -0.6 -0.4
H -0.62348 -1.02168 -0.22082 -0.6 0.3 0.0
H -2.90838 -2.28146 -0.78230 0.1 -0.2 0.3
H -1.88436 -3.10607 -1.99390 -0.1 -0.3 0.2
H -2.73095 -1.39115 -3.00284 0.0 0.1 -0.1
H 0.63717 -2.17801 -2.00601 -0.6 0.3 -0.1
```
Positions in Å, forces in eV/Å.

In elementary charge units, the natural (NBO) charges are: 0.9872 1.3129 -0.5471 -0.5823 -0.5674 -0.6081 -0.9680 0.4923 0.4786 -0.0746 -0.0934 -0.7197 -0.7439 0.1852 0.1349 0.1778 0.1724 0.4755 0.4877



[5]
C2H8BN | ωB97M-V with the def2-TZVPD basis set

Properties
HOMO level   -9.886 eV
Charge   0
Gap between HOMO and LUMO   10.67 eV
Electronic energy   -4369.3080 eV

Geometry as XYZ:
```
12
Properties=species:S:1:pos:R:3:forces:R:3
B -0.14302 0.38336 1.22847 0.8 2.4 2.1
C 0.28911 -0.57823 -1.24863 0.6 2.5 1.3
C 0.88832 -0.19708 0.15939 1.2 0.4 -1.2
N -1.43138 0.69014 0.82782 -1.0 1.0 -1.6
H 0.04306 1.14148 2.66815 0.1 -2.1 -3.0
H -0.07905 0.23920 -1.85505 -0.3 0.7 0.2
H 1.13401 -0.85526 -1.79278 1.1 -1.4 -1.1
H -0.49289 -1.25743 -1.19703 -1.1 -1.8 0.1
H 1.36449 -1.14550 0.42832 0.0 0.2 0.6
H 1.81064 0.48628 -0.11482 -1.9 -0.9 1.1
H -1.94311 1.40092 1.40620 0.4 -1.4 -1.3
H -1.63696 0.62998 -0.23662 0.0 0.3 2.8
```
Positions in Å, forces in eV/Å.

In elementary charge units, the natural (NBO) charges are: 0.7249 -0.6064 -0.7852 -1.1039 -0.1306 0.1907 0.2141 0.2012 0.2344 0.2394 0.4187 0.4026



[6]
C2H8BNO3 | ωB97M-V with the def2-TZVPD basis set

Properties
HOMO level (alpha / beta)   -6.909 / -6.189 eV
Charge   0
Gap between HOMO and LUMO (alpha / beta)   7.38 / 6.64 eV
Electronic energy   -10508.7312 eV

Geometry as XYZ:
```
15
Properties=species:S:1:pos:R:3:forces:R:3
B 0.34321 0.13756 0.02381 -2.4 0.4 -0.8
C 2.33831 1.63053 0.07884 -1.4 1.5 1.0
C 0.03228 -2.27136 -0.37881 2.3 0.3 -1.0
N -2.88961 0.65969 0.50282 -0.7 1.0 1.3
O 0.91259 1.30013 -0.01929 0.3 1.1 -0.1
O 0.80116 -1.07815 0.10558 -1.0 -1.6 -1.1
O -2.06382 0.20227 -0.49502 1.1 -0.5 0.8
H 2.37440 2.03569 1.19395 1.0 -1.6 -2.2
H 2.44156 2.56537 -0.52613 0.1 -1.0 0.3
H 2.92386 0.79444 -0.38778 -0.1 0.8 1.3
H 0.40514 -2.60684 -1.41562 -0.1 0.5 1.9
H -1.01436 -2.24157 -0.44048 -1.5 1.4 0.0
H 0.24663 -2.88746 0.44517 0.5 -1.7 0.3
H -3.16266 1.64021 0.36137 0.2 -0.8 -0.1
H -3.68870 0.11949 0.95158 1.7 0.1 -1.6
```
Positions in Å, forces in eV/Å.

In elementary charge units, the natural (NBO) charges are: 1.2926 -0.2724 -0.2374 -0.5586 -0.7487 -0.7584 -0.5960 0.2165 0.2006 0.2117 0.1922 0.2211 0.1911 0.3184 0.3272



[7]
C2H8BrCaNO6P2S | ωB97M-V with the def2-TZVPD basis set

Properties
HOMO level   -14.679 eV
Charge   +2
Gap between HOMO and LUMO   4.11 eV
Electronic energy   -133859.7382 eV

Geometry as XYZ:
```
22
Properties=species:S:1:pos:R:3:forces:R:3
C -0.76512 -2.85599 1.54311 -0.1 -0.7 -0.1
N -1.42251 -2.72433 0.21794 0.0 1.7 0.5
C -0.75379 -1.82775 -0.62237 -0.1 -2.0 0.3
O -0.46791 -0.49639 0.07142 0.0 -0.2 -1.3
P -0.01780 0.74261 -0.70815 0.3 -0.4 2.0
O -0.95928 1.86650 -0.57917 -0.8 0.6 -1.3
O 0.03977 0.40316 -2.38119 1.9 -0.4 0.9
Br 1.17676 1.71709 -3.11853 -0.1 -0.3 -0.6
O 1.44851 1.04647 -0.35539 -0.7 0.5 -0.1
P 1.87919 2.29919 0.76558 3.4 0.5 1.3
O 1.02388 2.03515 2.05290 -1.1 -0.5 -0.6
O 1.41085 3.66063 0.12979 -0.8 -0.4 -0.8
S 3.73044 2.20328 1.06446 -0.3 -0.1 -0.2
H 0.30913 -2.77425 1.44760 0.2 0.1 0.0
H -1.14081 -2.12454 2.24535 0.1 0.3 0.1
H -0.97476 -3.83260 1.95660 -0.1 -0.2 0.0
H -2.32416 -2.29905 0.40373 -0.5 -0.6 -0.1
H -1.36437 -1.64623 -1.50465 -0.1 0.3 -0.1
H 0.19373 -2.27462 -0.89658 0.4 0.4 -0.1
H 0.06220 2.07135 1.93243 -0.1 0.2 0.4
H 0.57495 3.62967 -0.35468 -0.3 0.3 0.2
Ca -1.65890 1.18065 -3.31020 -1.5 1.1 -0.2
```
Positions in Å, forces in eV/Å.

In elementary charge units, the natural (NBO) charges are: -0.4359 -0.5590 0.0933 -0.8378 2.5571 -1.1540 -1.0241 0.4808 -1.0641 1.9377 -0.9454 -0.9543 -0.3966 0.2083 0.2049 0.2391 0.3650 0.1450 0.2145 0.5140 0.5111 1.9001



[8]
C2H8BrN4O2 | ωB97M-V with the def2-TZVPD basis set

Properties
HOMO level   -3.880 eV
Charge   -1
Gap between HOMO and LUMO   6.53 eV
Electronic energy   -82304.4777 eV

Geometry as XYZ:
```
17
Properties=species:S:1:pos:R:3:forces:R:3
Br 1.05149 0.75105 4.33005 -0.1 0.0 -0.1
C 3.29872 -3.05304 -1.56794 3.6 -0.7 -3.6
O 3.91389 -2.96122 -2.62295 0.5 -0.3 -0.7
N 3.66752 -3.74617 -0.55152 3.4 -3.8 3.7
N 2.19296 -2.53081 -1.34741 -7.7 4.4 0.6
H 4.35988 -4.44711 -0.77386 0.1 0.2 0.6
H 3.12221 -3.84997 0.29226 0.2 -0.1 -0.4
H 1.71420 -2.04220 -2.09048 0.2 0.2 0.4
H 1.87272 -2.42759 -0.39511 -0.4 0.1 -0.4
C -3.60475 3.14199 0.23165 -1.8 2.0 0.6
O -4.44049 3.60609 -0.48728 -2.8 0.3 -1.4
N -2.41173 2.93181 -0.13332 6.8 -2.1 -3.1
N -3.63747 3.01796 1.53594 -1.8 -0.3 4.7
H -2.18779 2.74369 -1.10004 -0.1 0.2 0.2
H -1.75700 2.59430 0.55772 0.2 -0.1 -0.6
H -2.79140 2.80536 2.04492 -0.4 0.0 0.1
H -4.36297 3.46584 2.07737 0.1 -0.2 -0.3
```
Positions in Å, forces in eV/Å.

In elementary charge units, the natural (NBO) charges are: -0.9992 0.7325 -0.6993 -0.8200 -0.7941 0.3989 0.3882 0.4032 0.3904 0.7392 -0.6769 -0.7997 -0.8253 0.3930 0.3844 0.3910 0.3935



[9]
C2H8Cl2Si2 | ωB97M-V with the def2-TZVPD basis set

Properties
HOMO level (alpha / beta)   -4.756 / -10.417 eV
Charge   0
Gap between HOMO and LUMO (alpha / beta)   5.50 / 6.22 eV
2S+1   3
Electronic energy   -43000.2110 eV

Geometry as XYZ:
```
14
Properties=species:S:1:pos:R:3:forces:R:3
C -1.08207 1.33243 -1.84017 5.0 2.8 -1.5
C 0.79414 -0.73623 2.20928 -2.8 -1.3 -0.1
Si -0.80623 -0.54228 -0.78803 -1.3 -2.2 1.6
Si 1.08673 -0.22968 0.39934 0.5 -1.4 1.1
Cl 2.71242 -1.26572 -0.26027 0.1 -0.9 -0.5
Cl 1.89577 1.59299 0.24423 0.4 2.1 0.3
H -2.04313 1.36124 -1.68336 -5.4 -0.4 0.9
H -0.55508 2.11700 -1.27885 0.0 -0.6 0.0
H -0.77238 1.32143 -2.88294 0.2 -0.6 0.1
H -0.17016 -0.12104 2.40617 1.8 -0.6 0.6
H 0.35631 -1.80828 2.28897 0.8 1.6 -0.7
H 1.60083 -0.78398 2.96605 -0.4 1.0 -0.5
H -2.17979 -0.58508 -0.07502 0.9 0.5 -0.5
H -0.83738 -1.65278 -1.70539 0.2 -0.2 -0.8
```
Positions in Å, forces in eV/Å.

In elementary charge units, the natural (NBO) charges are: -0.6448 -1.1310 0.3418 1.0368 -0.3569 -0.3942 0.1948 0.2215 0.2202 0.2432 0.2652 0.2680 -0.1356 -0.1291



[10]
C2H8ClN2 | ωB97M-V with the def2-TZVPD basis set

Properties
HOMO level   -14.185 eV
Charge   +1
Gap between HOMO and LUMO   9.35 eV
Electronic energy   -17697.6914 eV

Geometry as XYZ:
```
13
Properties=species:S:1:pos:R:3:forces:R:3
C -1.56684 1.16006 -0.00031 -4.2 1.4 1.6
C 3.14339 -0.24590 -0.32937 3.7 1.0 0.4
N 1.93878 -0.54807 -0.29078 -2.2 -2.8 -0.6
N -0.34871 1.16760 -0.15043 3.8 3.1 2.3
Cl -3.71949 -2.16476 0.44709 -1.6 -0.2 0.9
H -2.10016 2.00393 0.50651 0.7 -0.6 -0.6
H -2.22081 0.32729 -0.25026 0.4 -0.2 -0.4
H 4.09393 -0.87266 -0.20833 -1.7 0.0 -0.4
H 3.50552 0.82498 -0.41386 -1.0 -0.9 0.1
H 1.70926 -1.62893 -0.30699 1.1 2.6 0.4
H -4.91099 -2.28982 1.08289 1.7 0.2 -0.9
H 0.12149 0.35536 -0.42861 1.8 -1.7 -1.0
H 0.35463 1.91092 0.34244 -2.4 -2.0 -1.8
```
Positions in Å, forces in eV/Å.

In elementary charge units, the natural (NBO) charges are: 0.1429 0.0198 -0.7181 -0.5709 -0.3132 0.2292 0.2426 0.1841 0.1664 0.3759 0.3164 0.4588 0.4661



[11]
C2H8CsO2 | ωB97M-V with the def2-TZVPD basis set

Properties
HOMO level   -13.175 eV
Charge   +1
Gap between HOMO and LUMO   9.50 eV
Electronic energy   -6840.2200 eV

Geometry as XYZ:
```
13
Properties=species:S:1:pos:R:3:forces:R:3
Cs -3.91561 10.41552 -1.15772 -0.1 0.0 -0.1
C -2.05060 13.73701 -5.04383 -0.1 0.3 -0.2
O -2.87465 13.65448 -3.88361 -0.4 0.0 -0.1
H -2.57606 13.84775 -5.99238 -0.7 -0.5 0.0
H -1.50369 14.67980 -5.03212 0.9 -0.4 0.4
H -1.48831 12.80329 -5.05299 0.4 0.5 -0.2
H -3.30031 14.51033 -3.79459 -0.2 0.0 0.2
C -6.02099 6.18238 0.61415 -0.7 -0.5 0.9
O -6.62534 7.31605 0.05617 0.3 1.6 -0.8
H -5.41316 5.63680 -0.10764 -0.4 -0.2 -0.2
H -5.35980 6.41152 1.44986 0.0 0.4 0.1
H -6.88310 5.65995 1.02880 0.7 -1.1 0.0
H -7.57740 7.26913 0.17013 0.2 0.0 0.0
```
Positions in Å, forces in eV/Å.

In elementary charge units, the natural (NBO) charges are: 0.9981 -0.2530 -0.7486 0.1705 0.1775 0.1835 0.4710 -0.2449 -0.7566 0.1738 0.1628 0.1830 0.4829



[12]
C2H8CsO2 | ωB97M-V with the def2-TZVPD basis set

Properties
HOMO level   -12.978 eV
Charge   +1
Gap between HOMO and LUMO   9.20 eV
Electronic energy   -6840.2555 eV

Geometry as XYZ:
```
13
Properties=species:S:1:pos:R:3:forces:R:3
Cs 2.03886 3.23060 0.27053 -0.1 -0.1 0.0
C 3.45432 -2.45010 0.13300 -0.5 -1.7 -0.7
O 2.53641 -1.46483 0.44028 -0.7 2.3 0.5
H 4.06924 -2.14708 -0.71444 0.2 0.3 0.4
H 4.01447 -2.80201 0.99930 0.3 0.1 -0.1
H 2.84253 -3.26111 -0.26206 0.5 -0.7 0.0
H 1.81475 -1.80891 0.97170 0.2 -0.2 0.0
C -3.63204 1.62500 -0.04212 -0.5 -0.2 0.5
O -2.53253 2.28511 -0.63415 0.3 0.0 -0.3
H -3.89891 0.71483 -0.57923 0.1 -0.1 0.0
H -3.37611 1.36416 0.98480 0.0 0.0 -0.1
H -4.50071 2.28334 -0.03260 -0.1 0.0 0.1
H -2.83030 2.43104 -1.53506 0.4 0.3 -0.2
```
Positions in Å, forces in eV/Å.

In elementary charge units, the natural (NBO) charges are: 0.9988 -0.2444 -0.7486 0.1833 0.1704 0.1675 0.4724 -0.2513 -0.7374 0.1703 0.1800 0.1716 0.4675